{
  "formula": "C77H75Br2NO6S",
  "method": "ωB97M-V/def2-TZVPD",
  "spin_multiplicity": 1,
  "e_homo_ev": -7.429,
  "species": ["C", "C", "C", "C", "C", "C", "C", "C", "C", "C", "C", "C", "C", "C", "C", "C", "C", "C", "C", "C", "C", "C", "C", "C", "C", "C", "N", "C", "C", "C", "C", "C", "C", "Br", "C", "C", "Br", "C", "S", "H", "H", "H", "H", "H", "H", "H", "H", "H", "H", "H", "H", "H", "H", "H", "H", "H", "H", "H", "H", "H", "H", "H", "H", "H", "H", "H", "H", "H", "H", "H", "H", "H", "H", "H", "H", "H", "H", "H", "H", "H", "H", "H", "H", "H", "H", "H", "H", "H", "H", "H", "O", "C", "C", "C", "C", "C", "C", "C", "C", "O", "C", "C", "C", "C", "C", "C", "H", "H", "H", "H", "H", "H", "H", "H", "O", "C", "C", "C", "C", "C", "C", "C", "C", "O", "C", "C", "C", "C", "C", "C", "H", "H", "H", "H", "H", "H", "H", "H", "O", "C", "C", "C", "C", "C", "C", "C", "C", "O", "C", "C", "C", "C", "C", "C", "H", "H", "H", "H", "H", "H", "H", "H"],
  "positions_angstrom": [[10.7800, -0.7369, 1.2522], [9.8116, -1.0862, 0.1235], [8.8445, 0.0647, -0.2102], [9.1248, 0.7038, -1.5755], [8.5417, 2.1135, -1.7328], [7.0598, 2.1312, -2.1565], [6.0659, 2.5492, -1.0486], [5.1873, 3.7552, -1.4236], [3.9611, 3.3755, -2.2789], [2.5877, 3.6410, -1.6524], [2.3899, 5.0164, -1.0239], [0.9338, 5.2684, -0.5836], [0.3936, 6.6253, -1.0425], [-0.8998, 7.0356, -0.3429], [-2.0196, 5.9887, -0.4573], [-3.4108, 6.6226, -0.5023], [-4.5552, 5.6025, -0.3188], [-5.6309, 5.6331, -1.4220], [-6.9446, 6.2831, -0.9803], [-7.6400, 5.5180, 0.1602], [-8.9735, 4.8811, -0.1658], [-9.8773, 5.4170, -1.0805], [-11.0893, 4.7992, -1.3140], [-11.4434, 3.6418, -0.6407], [-10.5598, 3.0927, 0.2810], [-9.3408, 3.7153, 0.4929], [-10.8231, 1.9155, 1.0264], [-11.9986, 1.1457, 0.8162], [-12.0689, -0.0545, 1.5122], [-13.1716, -0.8858, 1.4017], [-14.2147, -0.5201, 0.5684], [-14.1561, 0.6670, -0.1549], [-15.3041, 1.0057, -1.0247], [-16.3882, 2.4325, -0.4074], [-15.5992, 0.3228, -2.1281], [-14.7483, -0.7621, -2.7257], [-17.1197, 0.7201, -3.1747], [-13.0522, 1.5094, -0.0269], [-13.0295, 2.9689, -1.0132], [11.6129, -1.4372, 1.3195], [10.2819, -0.7159, 2.2224], [11.2023, 0.2555, 1.0793], [10.4021, -1.3427, -0.7601], [9.2580, -1.9893, 0.3882], [7.8183, -0.3047, -0.1724], [8.9482, 0.8370, 0.5559], [10.2077, 0.7225, -1.7281], [8.7185, 0.0508, -2.3531], [9.1313, 2.6351, -2.4878], [8.6513, 2.6257, -0.7761], [6.9231, 2.8015, -3.0065], [6.7919, 1.1323, -2.5093], [5.4051, 1.7181, -0.7930], [6.6252, 2.8116, -0.1478], [5.8067, 4.4589, -1.9837], [4.8896, 4.2600, -0.5056], [4.0232, 2.3017, -2.4785], [4.0109, 3.8598, -3.2560], [1.8403, 3.5410, -2.4470], [2.3537, 2.8665, -0.9157], [3.0239, 5.0995, -0.1393], [2.7191, 5.7983, -1.7138], [0.3068, 4.4570, -0.9579], [0.8764, 5.2311, 0.5084], [1.1716, 7.3662, -0.8428], [0.2057, 6.5851, -2.1192], [-0.6949, 7.2230, 0.7138], [-1.2641, 7.9637, -0.7922], [-1.9895, 5.3273, 0.4117], [-1.8751, 5.3810, -1.3544], [-3.5383, 7.1518, -1.4488], [-3.4560, 7.3706, 0.2944], [-4.1229, 4.6001, -0.2709], [-5.0118, 5.7676, 0.6592], [-5.8493, 4.6156, -1.7565], [-5.2350, 6.1892, -2.2730], [-6.7123, 7.2974, -0.6405], [-7.6059, 6.3980, -1.8370], [-6.9825, 4.7045, 0.4763], [-7.7627, 6.1589, 1.0354], [-9.6397, 6.3301, -1.6075], [-11.7804, 5.2364, -2.0240], [-8.6533, 3.2639, 1.2005], [-10.7376, 2.1209, 2.0134], [-11.2348, -0.3329, 2.1441], [-13.2017, -1.8054, 1.9707], [-15.0884, -1.1550, 0.4876], [-15.3671, -1.4341, -3.3171], [-14.0144, -0.3262, -3.4063], [-14.2386, -1.3500, -1.9674], [-19.9864, -0.9904, -8.6154], [-19.6968, 0.1802, -8.7393], [-19.4221, 0.7683, -10.0823], [-19.5264, -0.0428, -11.2055], [-19.3000, 0.4878, -12.4637], [-18.9691, 1.8311, -12.6064], [-18.8545, 2.6415, -11.4902], [-19.0773, 2.1134, -10.2246], [-18.9330, 3.0026, -9.0357], [-18.5884, 4.1585, -9.1565], [-19.2300, 2.4207, -7.6952], [-19.1346, 3.2343, -6.5732], [-19.4242, 2.7204, -5.3210], [-19.8119, 1.3916, -5.1849], [-19.8995, 0.5734, -6.2978], [-19.6073, 1.0833, -7.5565], [-19.7874, -1.0842, -11.0790], [-19.3831, -0.1446, -13.3376], [-18.7997, 2.2449, -13.5917], [-18.5928, 3.6861, -11.5849], [-18.8332, 4.2653, -6.6954], [-19.3464, 3.3530, -4.4466], [-20.0424, 0.9939, -4.2048], [-20.1923, -0.4631, -6.2047], [14.1509, -4.5246, 8.4047], [13.6696, -3.6714, 7.6869], [14.0049, -2.2316, 7.8713], [14.8934, -1.8699, 8.8764], [15.2390, -0.5404, 9.0467], [14.7002, 0.4335, 8.2130], [13.8079, 0.0797, 7.2154], [13.4540, -1.2522, 7.0426], [12.4816, -1.6066, 5.9675], [11.9759, -0.7497, 5.2758], [12.1621, -3.0496, 5.7713], [11.2887, -3.4183, 4.7558], [11.0017, -4.7563, 4.5420], [11.5801, -5.7340, 5.3439], [12.4381, -5.3693, 6.3670], [12.7359, -4.0303, 6.5830], [15.3068, -2.6383, 9.5145], [15.9318, -0.2601, 9.8289], [14.9780, 1.4710, 8.3433], [13.3779, 0.8264, 6.5626], [10.8420, -2.6560, 4.1323], [10.3271, -5.0409, 3.7456], [11.3641, -6.7795, 5.1673], [12.8855, -6.1186, 7.0042], [17.1363, -12.1409, 5.8397], [16.3780, -11.3505, 5.3204], [16.0367, -10.0578, 5.9791], [16.6184, -9.7481, 7.2024], [16.3315, -8.5419, 7.8193], [15.4657, -7.6338, 7.2177], [14.8793, -7.9440, 6.0019], [15.1552, -9.1552, 5.3816], [14.4868, -9.4688, 4.0874], [13.6758, -8.7098, 3.5990], [14.8463, -10.7505, 3.4155], [14.2671, -11.0538, 2.1896], [14.6020, -12.2291, 1.5395], [15.5167, -13.1071, 2.1108], [16.0903, -12.8141, 3.3361], [15.7564, -11.6372, 3.9943], [17.2930, -10.4596, 7.6579], [16.7858, -8.3034, 8.7719], [15.2481, -6.6872, 7.6977], [14.2082, -7.2493, 5.5183], [13.5599, -10.3603, 1.7566], [14.1518, -12.4630, 0.5839], [15.7808, -14.0224, 1.5980], [16.7993, -13.4893, 3.7944]],
  "forces_ev_per_a": [[0.0, 0.1, -0.1], [0.1, -0.1, 0.1], [0.2, -0.1, -0.1], [-0.1, -0.1, 0.2], [-0.1, -0.4, -0.3], [-0.3, -0.1, 0.3], [0.0, 0.3, -0.1], [0.1, -0.3, -0.1], [0.1, -0.2, 0.1], [-0.1, 0.1, -0.2], [-0.1, -0.1, 0.3], [0.2, 0.1, 0.0], [-0.1, -0.3, 0.2], [-0.1, -0.2, -0.3], [-0.1, 0.3, 0.1], [0.0, -0.1, 0.3], [0.2, 0.0, -0.1], [-0.2, 0.0, 0.2], [0.2, 0.3, 0.2], [0.0, -0.3, -0.2], [-0.1, 0.1, -0.1], [0.3, 0.1, 0.2], [0.0, 0.1, -0.1], [0.0, -0.2, 0.0], [-0.1, -0.1, -0.1], [0.2, 0.1, 0.0], [-0.6, 0.4, 0.1], [0.1, -0.1, 0.0], [-0.1, -0.1, 0.0], [0.1, 0.2, 0.0], [0.0, -0.2, 0.2], [-0.1, -0.2, 0.2], [-0.1, -0.1, -0.2], [-0.1, 0.0, 0.1], [0.2, 0.0, 0.0], [-0.1, -0.1, -0.1], [-0.1, 0.1, -0.1], [0.3, 0.1, -0.2], [-0.1, 0.0, 0.0], [0.0, -0.1, 0.0], [0.0, 0.1, 0.0], [0.1, 0.0, 0.0], [-0.1, 0.0, -0.1], [0.0, 0.0, 0.0], [-0.1, 0.2, 0.0], [-0.1, 0.0, 0.1], [0.0, 0.1, 0.0], [0.1, 0.0, -0.1], [0.0, 0.1, 0.1], [0.1, 0.3, -0.1], [0.0, 0.0, 0.0], [0.0, 0.0, -0.1], [0.1, -0.1, 0.1], [0.0, -0.1, 0.0], [0.0, 0.1, 0.1], [-0.1, 0.0, 0.0], [0.0, 0.0, -0.2], [0.0, 0.1, 0.0], [0.0, -0.1, 0.0], [0.0, 0.0, 0.1], [0.1, 0.1, -0.1], [0.0, 0.0, -0.1], [-0.1, 0.0, 0.0], [0.0, -0.1, 0.0], [-0.1, 0.1, -0.2], [0.2, 0.1, -0.1], [0.0, 0.1, 0.0], [0.1, 0.1, 0.1], [0.1, -0.2, -0.1], [0.0, -0.1, 0.0], [0.1, 0.1, 0.0], [0.0, 0.1, -0.1], [0.0, 0.0, 0.0], [-0.1, -0.1, 0.0], [0.0, 0.0, -0.1], [0.0, -0.1, -0.1], [-0.1, 0.0, 0.0], [0.0, -0.1, -0.1], [0.0, 0.1, 0.1], [0.0, 0.1, 0.0], [0.0, 0.0, 0.0], [0.0, 0.0, 0.0], [0.0, 0.0, 0.0], [0.3, -0.2, 0.0], [0.0, 0.0, 0.0], [-0.1, 0.0, -0.1], [0.0, 0.1, -0.1], [0.0, 0.0, 0.0], [0.1, 0.0, 0.1], [0.1, 0.1, 0.0], [0.0, 0.0, 0.0], [0.0, 0.0, 0.0], [0.0, 0.0, 0.0], [0.0, 0.0, -0.1], [0.0, 0.0, 0.0], [0.0, 0.0, 0.0], [0.0, 0.0, -0.1], [0.0, 0.0, 0.0], [0.0, 0.0, 0.0], [0.0, 0.0, 0.0], [0.0, 0.0, 0.0], [0.0, 0.0, 0.1], [0.0, 0.0, 0.0], [0.0, 0.0, 0.0], [0.0, 0.0, 0.1], [0.0, 0.0, 0.0], [0.0, 0.0, 0.1], [0.0, 0.0, 0.0], [0.0, 0.0, 0.0], [0.0, 0.0, 0.1], [0.0, 0.0, -0.1], [0.0, 0.0, 0.0], [0.0, 0.0, 0.0], [0.0, 0.0, -0.1], [0.0, 0.0, 0.0], [0.0, 0.0, 0.0], [0.0, 0.0, 0.0], [0.0, 0.1, 0.0], [0.0, 0.0, 0.0], [0.0, 0.0, 0.0], [0.0, 0.1, 0.0], [0.0, -0.1, 0.0], [0.0, 0.0, 0.0], [0.0, 0.0, 0.0], [0.0, 0.0, 0.0], [-0.1, -0.1, -0.1], [0.0, 0.0, 0.0], [0.0, 0.0, 0.0], [-0.1, -0.1, 0.0], [0.0, 0.0, 0.0], [0.0, 0.0, 0.0], [0.0, 0.0, 0.0], [0.0, 0.0, 0.0], [0.0, 0.0, 0.0], [0.1, 0.1, 0.0], [0.0, 0.0, 0.0], [0.0, 0.0, 0.0], [0.0, 0.0, 0.1], [0.0, 0.0, 0.0], [0.0, 0.0, 0.0], [0.0, 0.0, 0.0], [0.0, 0.1, 0.1], [0.0, 0.0, 0.0], [0.0, 0.0, 0.0], [0.0, 0.1, 0.1], [0.0, 0.0, 0.0], [0.0, 0.0, 0.0], [0.0, 0.0, 0.0], [0.0, 0.0, 0.0], [0.0, -0.1, -0.1], [0.0, 0.0, 0.0], [0.0, 0.0, 0.0], [0.0, -0.1, -0.1], [0.0, 0.0, 0.0], [0.0, 0.0, 0.0], [0.0, 0.0, 0.0], [0.0, 0.0, 0.0], [0.0, 0.0, -0.1], [0.0, 0.0, 0.0], [0.0, 0.0, 0.0], [0.0, 0.0, 0.0], [0.0, 0.0, 0.0]]
}